# 1
Below is a cluster of 11 separate species, C39H97N3O17 in total in a non-equilibrium geometry, with properties calculated with ωB97M-V/def2-TZVPD.

The spin multiplicity is 1. As for the SMILES: CC1(C)CCCC(C)(C)N1O.CC1(C)CCCC(C)(C)N1O.CC1(C)CCCC(C)(C)N1O.OCCO.OCCO.OCCO.OCCO.OCCO.OCCO.O.O. The largest force on an atom comes out at 3.90 eV/Å. The orbital gap is 0.2917 Eh. For the energy, the calculation gives -81282.70770 eV. As for the highest occupied orbital energy: -8.076 eV.

Structure (XYZ):
```
156
C39H97N3O17 (ωB97M-V/def2-TZVPD)
C -0.8116 -11.0059 -22.1531
C -1.0058 -9.7745 -23.1751
C 0.1643 -8.7058 -22.9997
C -0.7372 -10.4429 -24.4925
C -1.1804 -9.6314 -25.7033
C -2.6519 -9.2864 -25.5799
C -2.9898 -8.4785 -24.2523
C -2.5307 -6.9916 -24.4583
C -4.5534 -8.6263 -24.1288
N -2.3257 -9.1531 -23.0664
O -2.5011 -8.4284 -21.9329
H -1.6868 -11.6247 -22.3512
H 0.1162 -11.5582 -22.3025
H -0.8228 -10.7866 -21.0855
H -0.0386 -8.1489 -22.0849
H 1.1593 -9.1479 -22.9480
H 0.2051 -8.0707 -23.8846
H 0.3147 -10.7240 -24.5437
H -1.4030 -11.3041 -24.5485
H -0.5099 -8.7787 -25.8102
H -1.0768 -10.1853 -26.6364
H -3.2049 -10.2250 -25.5422
H -3.0163 -8.7203 -26.4371
H -1.5298 -6.9191 -24.8838
H -2.5101 -6.3661 -23.5658
H -3.1963 -6.4488 -25.1294
H -4.8844 -9.6310 -24.3914
H -5.0457 -7.9558 -24.8332
H -4.8873 -8.4415 -23.1078
H -3.1892 -8.9464 -21.5089
C 6.2947 -12.7574 -22.6597
C 7.6133 -13.0283 -21.8356
C 8.5419 -13.8182 -22.7303
C 8.3260 -11.6618 -21.5540
C 7.6332 -10.9231 -20.4038
C 7.6667 -11.8067 -19.1439
C 6.8859 -13.1346 -19.2532
C 7.4392 -13.9472 -18.0618
C 5.4020 -12.8037 -19.2478
N 7.3134 -13.7601 -20.5792
O 6.7040 -14.9648 -20.7959
H 6.2065 -13.2406 -23.6328
H 5.3929 -12.8972 -22.0636
H 6.2614 -11.7202 -22.9932
H 8.8516 -13.2526 -23.6091
H 9.5596 -14.0405 -22.4093
H 8.0190 -14.7195 -23.0499
H 9.3187 -12.0138 -21.2732
H 8.3408 -11.0663 -22.4668
H 8.2294 -10.0636 -20.0970
H 6.6380 -10.6487 -20.7534
H 7.0747 -11.2583 -18.4111
H 8.6842 -11.8833 -18.7605
H 7.4523 -13.4671 -17.0833
H 8.4713 -14.2456 -18.2454
H 6.7772 -14.8047 -17.9406
H 4.9812 -12.0101 -19.8652
H 5.1661 -12.5526 -18.2137
H 4.7870 -13.6366 -19.5885
H 7.4303 -15.5872 -20.7145
C 2.1556 -16.6667 -34.5587
C 2.1699 -18.2449 -34.6086
C 3.4335 -18.7146 -33.7846
C 0.8865 -18.7119 -33.8117
C 0.6717 -20.2232 -33.9449
C 0.4932 -20.6417 -35.4556
C 1.7018 -20.2197 -36.3260
C 2.7114 -21.3267 -36.0864
C 1.2491 -20.1748 -37.8179
N 2.1446 -18.8126 -35.9721
O 3.1663 -18.3320 -36.7343
H 2.1791 -16.2605 -33.5475
H 3.0452 -16.4483 -35.1494
H 1.3162 -16.3761 -35.1903
H 3.4623 -18.4053 -32.7398
H 3.6199 -19.7865 -33.8505
H 4.2540 -18.1746 -34.2570
H 0.9562 -18.3995 -32.7698
H -0.0151 -18.2444 -34.2075
H 1.4519 -20.7568 -33.4021
H -0.2690 -20.4565 -33.4461
H -0.4247 -20.1895 -35.8310
H 0.2282 -21.6978 -35.5045
H 2.4118 -22.3110 -36.4463
H 2.7727 -21.5580 -35.0230
H 3.6785 -21.0126 -36.4789
H 1.3210 -21.1550 -38.2892
H 1.9183 -19.5890 -38.4481
H 0.2234 -19.8647 -38.0176
H 3.8745 -18.7355 -36.2272
O 4.5083 -23.9296 -28.1579
C 3.9834 -22.6229 -28.2678
C 2.6321 -22.4482 -27.4467
O 2.9027 -22.5799 -26.0752
H 4.2179 -24.3165 -27.3287
H 4.7638 -21.9081 -28.0070
H 3.8041 -22.3411 -29.3054
H 2.0307 -23.2976 -27.7708
H 2.0943 -21.6128 -27.8950
H 2.2009 -22.2437 -25.5131
O 2.3497 -16.9865 -26.9625
C 1.7475 -16.6477 -25.6940
C 0.2201 -16.5695 -25.7187
O -0.3147 -16.2313 -24.4338
H 3.2809 -16.7633 -27.0310
H 1.9490 -17.3037 -24.8471
H 2.0754 -15.6407 -25.4358
H -0.0689 -17.5806 -26.0056
H -0.2001 -15.8975 -26.4670
H -1.2460 -16.0160 -24.5226
O 6.4611 -21.2820 -22.5963
C 7.1569 -20.2586 -23.2716
C 8.5788 -19.9983 -22.6824
O 8.6211 -19.8265 -21.2399
H 5.5749 -21.3586 -22.9576
H 7.2249 -20.4943 -24.3336
H 6.6193 -19.3199 -23.1377
H 9.0224 -19.0863 -23.0820
H 9.2879 -20.7545 -23.0192
H 9.5245 -19.5683 -21.0426
O 1.1599 -20.0808 -21.2887
C 1.3394 -19.7248 -19.9246
C 1.4909 -18.1974 -19.7730
O 0.2621 -17.4800 -19.9699
H 0.4239 -19.5516 -21.6048
H 0.5229 -20.1371 -19.3317
H 2.2499 -20.1668 -19.5201
H 2.1761 -17.8223 -20.5332
H 1.8846 -17.9872 -18.7786
H 0.3627 -17.1116 -20.8506
O -5.4209 -14.9425 -22.9838
C -5.9301 -13.6217 -22.9843
C -6.4253 -13.2099 -21.5622
O -7.2746 -12.0778 -21.6414
H -6.0164 -15.5548 -22.5454
H -5.2120 -12.8909 -23.3563
H -6.7487 -13.5802 -23.7028
H -5.5823 -13.0192 -20.8981
H -6.9279 -14.0686 -21.1169
H -6.9680 -11.3594 -21.0833
O -6.7861 -16.1306 -28.4968
C -6.0682 -14.8911 -28.6726
C -7.0062 -13.6817 -28.7766
O -7.3883 -13.4067 -30.1321
H -6.1637 -16.7584 -28.1226
H -5.4189 -14.9077 -27.7973
H -5.4267 -14.8220 -29.5512
H -6.5297 -12.8108 -28.3266
H -7.8798 -13.8882 -28.1584
H -6.6588 -12.9001 -30.4966
O -4.0690 -19.5320 -26.4334
H -4.0790 -19.1583 -25.5522
H -3.7622 -20.4302 -26.3097
O 7.3198 -15.8195 -28.5554
H 7.5270 -15.0297 -29.0550
H 8.1422 -16.3084 -28.5274
```


# 2
Below is a cluster of 8 separate species, C39H99F3N15O14P5 in total in a non-equilibrium geometry, with properties calculated with ωB97M-V/def2-TZVPD.

The spin multiplicity is 1. As for the SMILES: CN(C)P(=O)(N(C)C)N(C)C.CN(C)P(=O)(N(C)C)N(C)C.CN(C)P(=O)(N(C)C)N(C)C.CN(C)P(=O)(N(C)C)N(C)C.CN(C)P(=O)(N(C)C)N(C)C.O=C1OC[C@@H](F)O1.O=C1OC[C@@H](F)O1.O=C1OC[C@@H](F)O1. The largest force on an atom comes out at 5.32 eV/Å. The orbital gap is 0.2944 Eh. For the energy, the calculation gives -147663.87639 eV. For the energy above the lowest of the compared OMol25 structures with the same formula, charge and spin, the calculation gives 542.79 kJ/mol. As for the highest occupied orbital energy: -7.979 eV.

Structure (XYZ):
```
175
C39H99F3N15O14P5 (ωB97M-V/def2-TZVPD)
C -16.6571 -7.6316 7.4011
N -15.3878 -7.6005 8.2156
C -15.4308 -8.5049 9.3776
P -13.8816 -7.1784 7.4494
O -13.3808 -8.2049 6.4838
N -14.0916 -5.5658 6.7869
C -12.8559 -4.9360 6.0961
C -14.9670 -4.5703 7.4255
N -12.8136 -6.8666 8.7358
C -13.0419 -5.7814 9.6985
C -11.5624 -7.5817 8.8180
H -16.7970 -8.6475 7.0319
H -16.6126 -6.8970 6.5970
H -17.4676 -7.2002 7.9886
H -16.4636 -8.6495 9.6948
H -14.8396 -8.0666 10.1816
H -15.0004 -9.4951 9.2278
H -12.3014 -5.8092 5.7525
H -13.1372 -4.3933 5.1937
H -12.2579 -4.3809 6.8189
H -15.8027 -5.0183 7.9632
H -14.4622 -3.9457 8.1625
H -15.4159 -3.8624 6.7288
H -12.7975 -6.1623 10.6901
H -12.6060 -4.8036 9.4934
H -14.0885 -5.5399 9.8841
H -11.6802 -8.6594 8.7053
H -10.9916 -7.3930 9.7273
H -10.8023 -7.2457 8.1128
C -6.8337 -0.1263 0.2589
N -5.5552 -0.1290 0.9799
C -5.6095 -0.6504 2.3333
P -4.0418 0.3979 0.2365
O -2.8277 -0.2419 0.8294
N -4.1793 0.0363 -1.4172
C -4.5973 -1.2803 -1.8120
C -3.3334 0.7241 -2.4138
N -4.2266 2.1136 0.2945
C -5.2542 2.8629 -0.4622
C -3.5597 2.9369 1.2981
H -7.0282 0.9356 0.1088
H -7.6011 -0.6140 0.8601
H -6.6825 -0.6264 -0.6977
H -4.9262 -1.4824 2.5034
H -6.6288 -0.9577 2.5672
H -5.3090 0.1404 3.0206
H -5.3117 -1.2425 -2.6344
H -3.7899 -1.9475 -2.1137
H -5.1186 -1.8419 -1.0369
H -2.4253 0.1295 -2.5134
H -3.8395 0.7777 -3.3776
H -3.0936 1.7264 -2.0587
H -5.9911 3.1869 0.2727
H -4.8308 3.7700 -0.8935
H -5.8353 2.3898 -1.2538
H -4.1178 2.9854 2.2332
H -3.5303 3.9875 1.0091
H -2.5433 2.5621 1.4190
C -9.9546 11.8944 5.4313
N -10.6952 10.8096 4.7907
C -9.8251 9.6842 4.3240
P -12.3933 10.5203 4.8955
O -12.8966 9.3024 4.1766
N -12.7882 10.5249 6.5777
C -12.6939 9.1899 7.2179
C -12.7566 11.7036 7.4582
N -13.1720 11.8954 4.2774
C -12.6305 13.2115 3.8839
C -14.6124 11.8974 4.3521
H -9.5086 11.4783 6.3346
H -10.5771 12.6823 5.8553
H -9.2840 12.3762 4.7198
H -10.3282 8.8372 3.8577
H -9.2082 9.3845 5.1712
H -9.1674 10.0826 3.5515
H -13.1532 8.4235 6.5936
H -11.6722 8.8406 7.3670
H -13.1838 9.1185 8.1890
H -11.7564 11.8147 7.8770
H -12.9730 12.5668 6.8288
H -13.4397 11.6087 8.3023
H -13.2319 13.7037 3.1195
H -12.5894 13.8411 4.7728
H -11.6156 13.0537 3.5191
H -14.9542 11.8817 5.3870
H -15.0113 10.9970 3.8849
H -14.9660 12.8195 3.8908
C -16.9880 -2.3818 1.0039
N -17.1233 -2.4443 -0.4368
C -17.9119 -1.3151 -1.0324
P -16.3530 -3.4559 -1.5399
O -17.0362 -3.5362 -2.8674
N -14.7219 -2.9832 -1.5931
C -13.8086 -3.7873 -2.3408
C -14.0129 -2.0762 -0.6733
N -16.2510 -4.9610 -0.7581
C -16.9552 -6.1476 -1.3165
C -15.4488 -5.2227 0.4044
H -15.9365 -2.4178 1.2891
H -17.3950 -3.3167 1.3891
H -17.5798 -1.6107 1.4972
H -18.9116 -1.5943 -1.3652
H -17.3478 -0.9632 -1.8962
H -17.9621 -0.4492 -0.3722
H -13.2658 -3.1271 -3.0174
H -13.2692 -4.4638 -1.6779
H -14.3936 -4.4480 -2.9806
H -13.3868 -2.6842 -0.0203
H -13.2626 -1.4942 -1.2086
H -14.6604 -1.4834 -0.0273
H -16.3149 -6.5629 -2.0947
H -17.0846 -6.8605 -0.5022
H -17.9946 -6.0225 -1.6198
H -15.8051 -4.9231 1.3900
H -14.5026 -4.7125 0.2247
H -15.1923 -6.2811 0.4514
C -14.0899 6.8855 -3.4543
N -13.4002 5.7215 -3.0293
C -14.3200 4.7594 -2.4006
P -11.8044 5.3807 -3.6848
O -11.1499 4.2678 -2.9664
N -12.0158 4.9864 -5.3822
C -12.2347 6.0431 -6.3690
C -12.5184 3.6290 -5.7373
N -11.0058 6.9033 -3.6973
C -11.1554 7.8549 -2.6013
C -9.6821 6.9462 -4.3281
H -13.3830 7.5749 -3.9160
H -14.6708 7.3100 -2.6354
H -14.9436 6.5395 -4.0371
H -13.8327 3.9180 -1.9080
H -15.0286 4.4159 -3.1544
H -14.8909 5.2446 -1.6090
H -11.6702 6.9414 -6.1192
H -12.1207 5.7724 -7.4187
H -13.2811 6.3382 -6.4470
H -11.7159 3.0854 -6.2359
H -12.9456 3.1008 -4.8850
H -13.3395 3.7529 -6.4433
H -10.4982 7.4888 -1.8124
H -10.6491 8.7823 -2.8690
H -12.1875 8.0360 -2.3014
H -9.5025 7.9242 -4.7747
H -9.6487 6.1653 -5.0878
H -8.8177 6.8841 -3.6670
O -10.1272 1.3152 12.8041
C -9.7982 2.4581 13.1329
O -10.5532 3.1432 13.9636
C -10.2182 4.5053 13.8770
C -9.0074 4.4649 12.9643
F -7.9759 5.1965 13.4702
O -8.6740 3.1316 12.8183
H -11.0399 5.0420 13.4029
H -10.0621 5.0319 14.8186
H -9.1856 4.9040 11.9827
O -4.8958 9.0697 9.4743
C -4.3347 8.0435 9.1289
O -3.0801 8.0536 8.5087
C -2.8377 6.7690 8.0364
C -3.7927 5.8500 8.9161
F -3.2858 5.4611 10.0859
O -4.7951 6.7515 9.1675
H -3.1862 6.5790 7.0213
H -1.7676 6.5624 8.0548
H -4.1967 5.0132 8.3463
O -9.6668 3.0767 6.2145
C -10.5023 3.0790 5.2840
O -10.2019 3.2195 3.9479
C -11.3457 3.2700 3.1548
C -12.4986 3.0510 4.1928
F -12.9576 1.8257 4.0271
O -11.8125 3.0160 5.4646
H -11.5522 4.2230 2.6677
H -11.3074 2.4601 2.4264
H -13.2918 3.7985 4.1810
```